Entry 1:
Computed, not measured: one molecule with the formula C4H10O2, with ωB97M-V with the def2-TZVPD basis set.

Output
F_max   0.4 eV Å⁻¹
2S+1   1
E   -308.86042 a.u.
Relative energy (zero: lowest compared OMol25 entry of this formula, charge and spin)   99.1 kJ/mol
Structure (SMILES)   CCOCCO
Frontier orbital gap   11.2 eV

Positions of all 16 atoms, in Å:
C 0.040750 0.613705 2.343198
C 0.154742 1.031956 0.890911
O 0.349144 -0.129542 0.111631
C 0.287401 0.091888 -1.281784
C -0.063542 -1.249963 -1.906119
O -1.209492 -1.780469 -1.283951
H -0.803425 -0.071442 2.472042
H -0.118886 1.485758 2.984972
H 0.951268 0.101923 2.667777
H 0.993345 1.730999 0.746298
H -0.762352 1.547763 0.562944
H 1.243519 0.479746 -1.665939
H -0.502789 0.824291 -1.508511
H 0.795191 -1.935013 -1.819839
H -0.290272 -1.123404 -2.969622
H -1.058115 -1.631077 -0.338643

Force components x, y, z for each atom (eV/Å):
C 0.0 0.0 0.0
C 0.0 0.2 0.2
O 0.0 0.0 0.0
C -0.1 0.0 -0.2
C 0.3 0.1 -0.2
O 0.0 -0.1 0.2
H 0.1 0.1 0.0
H 0.0 -0.1 -0.1
H -0.1 0.1 0.0
H -0.1 -0.1 0.0
H 0.1 -0.1 0.0
H -0.1 -0.1 0.1
H 0.1 -0.1 0.0
H -0.2 0.1 0.0
H 0.1 0.0 0.1
H -0.1 -0.1 -0.1

Entry 2:
Computed, not measured: one molecule with the formula C4H10O2, with ωB97M-V with the def2-TZVPD basis set.

Output
F_max   0.5 eV Å⁻¹
2S+1   1
E   -308.86828 a.u.
Relative energy (zero: lowest compared OMol25 entry of this formula, charge and spin)   78.5 kJ/mol
Structure (SMILES)   CC(CO)CO
Frontier orbital gap   10.7 eV

Positions of all 16 atoms, in Å:
C 1.091728 0.715138 -1.197932
C 0.378726 -0.127508 -0.143500
C -1.111405 -0.290251 -0.447356
O -1.578982 -1.468532 0.216077
C 0.578883 0.454316 1.255522
O -0.112533 -0.236046 2.271721
H 0.921869 0.314749 -2.203957
H 0.747476 1.756379 -1.186299
H 2.173075 0.717144 -1.024668
H 0.801180 -1.142948 -0.163043
H -1.280506 -0.362448 -1.530462
H -1.677244 0.581045 -0.078978
H -2.158249 -1.966318 -0.370650
H 1.651203 0.457845 1.496316
H 0.251088 1.507920 1.240477
H -0.676309 -0.910485 1.866733

Force components x, y, z for each atom (eV/Å):
C 0.1 0.1 0.0
C 0.0 -0.1 0.0
C 0.0 0.2 -0.2
O -0.2 -0.1 -0.2
C 0.3 0.2 -0.3
O -0.1 -0.2 0.1
H 0.0 0.1 0.2
H 0.0 -0.1 0.0
H -0.2 0.1 0.0
H -0.1 0.1 0.0
H 0.1 -0.1 0.2
H 0.1 -0.2 -0.1
H 0.1 0.1 0.2
H -0.1 0.0 0.0
H 0.0 -0.1 0.0
H 0.1 0.1 0.1

Entry 3:
Computed, not measured: one molecule with the formula C4H10O2, with ωB97M-V with the def2-TZVPD basis set.

Output
F_max   0.3 eV Å⁻¹
2S+1   1
E   -308.86227 a.u.
Relative energy (zero: lowest compared OMol25 entry of this formula, charge and spin)   94.2 kJ/mol
Structure (SMILES)   COC[C@@H](C)O
Frontier orbital gap   11.1 eV

Positions of all 16 atoms, in Å:
C 0.499316 1.668275 -1.856775
O -0.370771 0.916027 -1.048860
C 0.264074 -0.160711 -0.390863
C -0.688205 -0.634260 0.701962
C -0.027269 -1.615467 1.653135
O -1.107158 0.480759 1.460671
H 1.371593 2.020172 -1.285019
H 0.858153 1.085179 -2.717725
H -0.061245 2.532831 -2.220184
H 1.206433 0.182471 0.067180
H 0.497230 -0.972039 -1.099675
H -1.556646 -1.113032 0.218025
H -0.698303 -1.808528 2.494838
H 0.900595 -1.191100 2.052647
H 0.199617 -2.566748 1.160353
H -1.287416 1.176171 0.810292

Force components x, y, z for each atom (eV/Å):
C 0.1 0.2 -0.2
O 0.0 0.0 0.0
C 0.1 -0.2 0.1
C 0.2 -0.3 -0.1
C 0.0 0.0 0.0
O -0.1 0.2 -0.1
H -0.1 -0.1 -0.1
H -0.1 0.1 0.1
H 0.1 -0.1 0.0
H -0.1 0.0 0.0
H 0.0 0.1 0.1
H 0.1 0.1 0.1
H 0.1 0.0 -0.1
H -0.1 -0.1 -0.1
H 0.0 0.1 0.0
H 0.0 0.0 0.2

Entry 4:
Computed, not measured: one molecule with the formula C4H10O2, with ωB97M-V with the def2-TZVPD basis set.

Output
F_max   0.5 eV Å⁻¹
2S+1   1
E   -308.73982 a.u.
Relative energy (zero: lowest compared OMol25 entry of this formula, charge and spin)   415.7 kJ/mol
Frontier orbital gap   8.0 eV

Positions of all 16 atoms, in Å:
C 0.762799 0.420403 -2.291629
C 0.413123 -0.442756 -1.101289
C 0.356195 -0.594425 1.403023
O 0.659677 0.303277 0.107652
C -1.039673 -0.158678 1.686434
O -1.166838 1.298985 1.577034
H 0.633569 -0.142406 -3.220711
H 0.121591 1.307694 -2.338846
H 1.804076 0.746589 -2.219571
H -0.629764 -0.780184 -1.107229
H 1.050447 -1.319458 -0.994317
H 1.026649 -0.063652 2.092793
H 0.031345 1.063876 0.209288
H -1.294016 -0.497995 2.698323
H -1.774220 -0.593541 0.987288
H -2.099251 1.527734 1.470625

Force components x, y, z for each atom (eV/Å):
C 0.0 0.0 0.0
C 0.0 -0.1 -0.2
C -0.1 0.3 0.2
O -0.1 0.0 0.1
C -0.1 -0.4 0.1
O -0.2 0.2 0.0
H 0.0 0.1 0.1
H 0.1 -0.1 0.0
H -0.1 0.0 -0.1
H 0.2 0.1 0.0
H -0.1 0.1 -0.1
H -0.1 -0.1 0.0
H 0.2 -0.2 0.0
H 0.0 0.1 -0.1
H 0.1 0.1 0.1
H 0.2 0.0 0.0

Entry 5:
Computed, not measured: one molecule with the formula C4H10O2, with ωB97M-V with the def2-TZVPD basis set.

Output
F_max   0.6 eV Å⁻¹
2S+1   1
E   -308.84562 a.u.
Relative energy (zero: lowest compared OMol25 entry of this formula, charge and spin)   137.9 kJ/mol
Structure (SMILES)   COCCCO
Frontier orbital gap   11.0 eV

Positions of all 16 atoms, in Å:
C 1.954710 0.630444 -1.398144
O 0.661735 0.098600 -1.277956
C 0.487461 -0.515182 -0.029748
C -0.963386 -0.971847 0.116832
C -1.856144 0.133309 0.703999
O -1.286102 0.788268 1.818776
H 2.721544 -0.156882 -1.320294
H 2.029856 1.113023 -2.375083
H 2.141594 1.369824 -0.602866
H 0.766197 0.205799 0.781719
H 1.214429 -1.329039 0.113015
H -1.374499 -1.236072 -0.867979
H -0.997506 -1.874305 0.737507
H -2.098325 0.855033 -0.093112
H -2.787115 -0.315450 1.064269
H -0.347213 0.914759 1.633330

Force components x, y, z for each atom (eV/Å):
C 0.3 0.2 -0.1
O 0.0 0.0 0.0
C 0.0 0.0 0.4
C 0.1 0.1 0.1
C -0.1 -0.2 -0.3
O 0.0 0.0 0.2
H -0.1 0.1 0.0
H 0.0 -0.1 0.2
H 0.0 0.0 -0.2
H 0.0 -0.4 -0.5
H -0.2 -0.1 -0.2
H 0.3 0.0 0.2
H 0.0 0.2 0.0
H 0.0 -0.1 0.2
H 0.1 0.1 -0.2
H -0.4 0.2 0.2

Entry 6:
Computed, not measured: a 2-piece molecular cluster, C4H10O2 overall in a non-equilibrium geometry, with ωB97M-V with the def2-TZVPD basis set.

Output
F_max   4.5 eV Å⁻¹
2S+1   1
E   -308.79701 a.u.
Relative energy (zero: lowest compared OMol25 entry of this formula, charge and spin)   265.6 kJ/mol
Structure (SMILES)   C=CO.CCO
Frontier orbital gap   9.5 eV

Positions of all 16 atoms, in Å:
C 2.514543 -0.950498 1.065416
C 2.885452 -0.037768 0.161006
O 2.100951 0.604369 -0.779812
H 2.985057 -1.375420 1.880370
H 1.539955 -1.509592 0.959072
H 3.990540 0.180719 0.007372
H 1.233374 0.695036 -0.406371
C -2.825912 -0.188890 -0.320064
C -1.601632 0.660613 -0.708532
O -0.445867 0.196689 0.132722
H -2.529103 -1.241297 -0.270664
H -2.890898 -0.062982 0.701831
H -3.625344 -0.035288 -0.975200
H -1.837041 1.722803 -0.460760
H -1.135887 0.480035 -1.713725
H -0.358187 0.861478 0.727340

Force components x, y, z for each atom (eV/Å):
C -3.2 -0.4 -2.0
C 1.7 -0.1 -0.3
O 1.9 -0.6 0.5
H 2.1 -0.3 1.1
H 0.5 1.4 0.0
H -1.5 0.3 0.4
H -1.2 -0.4 0.1
C 3.4 -1.0 -1.1
C 1.2 -1.1 0.2
O -1.8 -1.8 -3.0
H 0.0 -0.1 -0.9
H -1.4 1.1 2.2
H -1.6 0.3 -0.4
H 0.5 -0.6 -0.6
H -1.3 0.6 0.5
H 0.6 2.9 3.4

Entry 7:
Computed, not measured: a 2-piece molecular cluster, C4H10O2 overall in a non-equilibrium geometry, with ωB97M-V with the def2-TZVPD basis set.

Output
F_max   2.6 eV Å⁻¹
2S+1   1
E   -308.70286 a.u.
Relative energy (zero: lowest compared OMol25 entry of this formula, charge and spin)   512.8 kJ/mol
Frontier orbital gap (alpha / beta)   8.3 / 7.5 eV

Positions of all 16 atoms, in Å:
C -0.242629 -0.561246 1.851512
O -1.122298 -0.485348 0.788940
C -0.700815 -0.653675 -0.418282
C -1.562923 -0.272625 -1.554058
C 1.319263 1.195857 0.020501
O 2.196797 0.163360 -0.303160
H -0.763612 -0.336692 2.775748
H 0.344581 -1.485714 1.851763
H 0.455620 0.798191 0.830230
H 0.177941 -1.284144 -0.570921
H -2.081423 -1.141192 -1.985401
H -0.943055 0.161315 -2.350211
H -2.317461 0.456445 -1.244293
H 1.082987 1.619093 -0.951724
H 1.708592 1.981615 0.681814
H 2.448436 -0.155242 0.577542

Force components x, y, z for each atom (eV/Å):
C -0.7 -0.5 0.3
O 0.6 0.3 -0.2
C -0.4 -0.6 0.0
C -0.3 0.0 -0.1
C -2.2 0.2 1.3
O 0.9 -0.6 1.2
H -0.1 -0.1 -0.1
H 0.1 0.3 -0.1
H 1.6 0.7 -1.9
H 0.0 0.4 0.1
H 0.1 0.1 0.0
H -0.1 -0.1 0.2
H 0.1 -0.1 0.0
H -0.8 0.3 0.3
H 0.7 0.0 -0.4
H 0.3 -0.5 -0.5

Entry 8:
Computed, not measured: C4H10O2 as an isolated structure, with ωB97M-V with the def2-TZVPD basis set.

Output
F_max   0.4 eV Å⁻¹
2S+1   1
E   -308.72815 a.u.
Relative energy (zero: lowest compared OMol25 entry of this formula, charge and spin)   446.4 kJ/mol
Frontier orbital gap   8.4 eV

Positions of all 16 atoms, in Å:
C 1.059847 -0.860784 -1.815076
O 0.926809 -0.115149 -0.625650
C -0.275038 0.656658 -0.591662
C -0.427281 1.207324 0.821002
C -0.918042 0.292880 1.918822
O 0.149105 -1.183647 1.701703
H 1.063187 -0.202711 -2.695698
H 2.011640 -1.393978 -1.764039
H 0.240803 -1.586823 -1.921150
H -1.131734 0.014393 -0.850719
H -0.201649 1.457862 -1.344142
H 0.519212 1.702156 1.087187
H -1.187746 2.003105 0.818282
H 0.410648 -0.780009 2.548643
H -1.827267 -0.216075 1.564673
H 0.783445 -0.920024 0.996614

Force components x, y, z for each atom (eV/Å):
C 0.1 -0.1 -0.2
O 0.0 0.0 0.1
C -0.2 0.1 0.0
C 0.1 0.1 0.0
C -0.2 0.1 -0.3
O 0.1 0.2 0.1
H 0.0 -0.1 0.1
H -0.1 0.1 0.0
H 0.1 0.1 0.0
H 0.1 0.1 0.0
H 0.0 -0.1 0.1
H -0.2 -0.1 0.0
H 0.1 -0.1 0.0
H 0.3 -0.3 0.0
H 0.1 0.1 0.0
H -0.1 0.0 0.1